Computed, not measured: C29H36AuN7OSSi2 as an isolated structure at a distorted geometry, with ωB97M-V/def2-TZVPD.

Last column: Löwdin charge in e.
Atoms and positions in Å:
1 Au 0.762 -0.040 0.009  0.76
2 C 1.867 4.636 0.746  -0.19
3 Si 0.960 3.124 1.482  0.35
4 C 2.322 2.155 2.376  -0.21
5 C -0.085 3.940 2.875  -0.20
6 N 0.132 2.057 0.453  -0.18
7 C -0.495 3.283 -1.790  -0.29
8 C -1.105 4.655 -1.868  -0.05
9 C -2.147 4.924 -2.655  -0.09
10 C -2.716 3.929 -3.552  -0.11
11 C -2.232 2.684 -3.595  -0.07
12 C -1.172 2.206 -2.688  -0.13
13 H 2.357 5.220 1.531  0.02
14 H 1.182 5.303 0.216  0.00
15 H 2.626 4.319 0.030  0.00
16 H 2.922 2.835 2.989  0.01
17 H 2.980 1.676 1.649  0.02
18 H 1.932 1.375 3.033  0.00
19 H 0.507 4.092 3.783  0.01
20 H -0.957 3.339 3.138  -0.01
21 H -0.470 4.912 2.559  0.01
22 H -0.674 5.419 -1.232  0.10
23 H -2.595 5.911 -2.641  0.09
24 H -3.529 4.233 -4.202  0.08
25 H -2.654 1.956 -4.280  0.10
26 H -0.442 1.585 -3.208  0.14
27 N -3.108 1.499 -1.237  0.09
28 C -1.639 1.361 -1.400  -0.61
29 O -1.202 0.140 -1.349  -0.22
30 C -0.900 2.500 -0.438  -0.38
31 C -1.914 3.250 0.304  -0.22
32 N -2.692 3.764 0.981  0.16
33 C 0.927 3.367 -2.052  -0.19
34 N 2.031 3.463 -2.362  0.17
35 H -3.517 0.804 -1.854  0.07
36 H -3.332 1.191 -0.294  0.06
37 N -0.954 0.431 3.101  0.11
38 C -1.578 -0.605 2.513  -0.66
39 N -1.188 -1.185 1.444  0.08
40 C -2.052 -2.159 1.018  -0.30
41 C -1.953 -2.843 -0.187  -0.01
42 C -2.922 -3.777 -0.505  -0.10
43 C -3.979 -4.044 0.366  -0.13
44 C -4.105 -3.354 1.563  -0.13
45 C -3.147 -2.402 1.873  -0.50
46 S -3.088 -1.306 3.229  1.00
47 H -0.406 0.966 2.422  0.04
48 H -1.474 0.977 3.765  0.08
49 H -1.139 -2.568 -0.843  0.09
50 H -2.870 -4.304 -1.450  0.09
51 H -4.727 -4.782 0.100  0.08
52 H -4.938 -3.539 2.231  0.09
53 C 3.809 -3.047 -2.189  -0.19
54 Si 2.006 -2.576 -1.745  0.37
55 C 1.064 -4.201 -2.160  -0.19
56 C 1.433 -1.294 -3.001  -0.20
57 N 1.846 -1.941 -0.172  -0.18
58 C 2.131 -2.610 0.980  -0.39
59 C 2.483 -3.983 1.022  -0.07
60 C 2.779 -4.632 2.208  -0.14
61 C 2.745 -3.960 3.423  -0.16
62 C 2.400 -2.610 3.414  -0.13
63 C 2.102 -1.955 2.237  -0.07
64 H 3.873 -3.463 -3.199  0.01
65 H 4.208 -3.794 -1.498  0.01
66 H 4.462 -2.173 -2.142  0.01
67 H 0.830 -4.260 -3.226  0.01
68 H 0.123 -4.261 -1.608  0.00
69 H 1.648 -5.088 -1.901  0.01
70 H 1.218 -1.740 -3.977  0.02
71 H 2.187 -0.516 -3.144  0.02
72 H 0.523 -0.806 -2.637  -0.02
73 H 2.506 -4.539 0.092  0.06
74 H 3.045 -5.685 2.183  0.08
75 H 2.972 -4.473 4.351  0.07
76 H 2.369 -2.059 4.349  0.09
77 H 1.830 -0.906 2.242  0.05

F_max ... 1.180 eV/Å
E_tot ... -2698.17889 hartree
Kohn-Sham gap ... 5.50 eV
M ... 783.86 g mol⁻¹
Total charge ... -2
2S+1 ... 1
Energy above the lowest of the compared OMol25 structures with the same formula, charge and spin ... 0.000 eV